1.
{"formula": "C43H51BBrFN6NdSi", "method": "wB97M-V/def2-TZVPD", "energy_ev": -150954.258, "spin_multiplicity": 4, "e_above_lowest_kcal_mol": 0.0, "lumo_energy_ev": [2.43, 2.43], "total_charge": -1, "orbital_gap_ev": [6.63, 6.61], "s_squared": 3.76, "elements": ["Nd", "C", "C", "C", "C", "C", "C", "N", "N", "B", "N", "C", "C", "C", "N", "C", "C", "C", "N", "C", "C", "C", "N", "C", "C", "C", "H", "H", "H", "H", "H", "H", "H", "H", "H", "H", "H", "H", "H", "H", "H", "H", "H", "H", "H", "H", "H", "H", "H", "H", "H", "H", "H", "H", "Br", "C", "C", "C", "C", "C", "C", "C", "C", "C", "C", "H", "H", "H", "H", "H", "H", "C", "Si", "C", "C", "C", "C", "C", "C", "C", "H", "H", "H", "H", "H", "H", "H", "H", "H", "H", "H", "F", "C", "C", "C", "C", "C", "C", "C", "H", "H", "H", "H", "H", "H"], "positions_angstrom": [[0.581, 0.621, 1.061], [4.429, -2.292, -1.470], [3.499, -3.076, -0.540], [3.798, -2.767, 0.916], [2.066, -2.841, -0.938], [1.298, -3.707, -1.731], [0.139, -3.013, -1.978], [0.231, -1.816, -1.380], [1.417, -1.697, -0.717], [-0.780, -0.646, -1.399], [-1.985, -0.926, -0.482], [-3.035, -1.738, -0.655], [-3.750, -1.776, 0.516], [-3.057, -0.926, 1.390], [-1.972, -0.423, 0.785], [-3.460, -0.575, 2.794], [-2.622, 0.538, 3.375], [-4.939, -0.182, 2.843], [-1.217, -0.260, -2.813], [-1.892, -0.985, -3.732], [-2.022, -0.227, -4.871], [-1.365, 0.982, -4.552], [-0.892, 0.953, -3.319], [-1.181, 2.197, -5.414], [-0.456, 1.842, -6.711], [-2.513, 2.887, -5.700], [5.475, -2.526, -1.261], [4.281, -1.218, -1.326], [4.225, -2.518, -2.518], [3.675, -4.145, -0.700], [3.620, -1.716, 1.128], [4.848, -2.974, 1.138], [3.175, -3.351, 1.593], [1.569, -4.690, -2.080], [-0.730, -3.286, -2.552], [-0.198, 0.303, -0.933], [-3.210, -2.229, -1.596], [-4.662, -2.314, 0.711], [-3.338, -1.478, 3.405], [-2.813, 1.467, 2.839], [-1.555, 0.327, 3.327], [-2.867, 0.711, 4.423], [-5.104, 0.719, 2.248], [-5.235, 0.035, 3.871], [-5.592, -0.967, 2.458], [-2.240, -1.983, -3.528], [-2.511, -0.508, -5.789], [-0.552, 2.881, -4.837], [-1.056, 1.160, -7.319], [0.496, 1.350, -6.507], [-0.260, 2.735, -7.310], [-3.181, 2.223, -6.255], [-2.366, 3.790, -6.299], [-3.019, 3.169, -4.776], [3.913, 1.057, 1.516], [4.282, 2.156, 0.018], [5.578, 2.497, -0.221], [5.864, 3.372, -1.295], [4.846, 3.876, -2.050], [3.496, 3.520, -1.791], [2.434, 4.077, -2.555], [1.145, 3.744, -2.272], [0.870, 2.816, -1.234], [1.838, 2.207, -0.479], [3.179, 2.609, -0.751], [6.371, 2.120, 0.410], [6.891, 3.650, -1.497], [5.055, 4.566, -2.860], [2.671, 4.771, -3.354], [0.329, 4.173, -2.841], [-0.182, 2.570, -1.083], [-2.174, 3.310, 0.724], [-0.696, 3.228, 1.955], [0.300, 4.814, 1.622], [-1.491, 3.703, 3.631], [-1.108, 3.102, 4.829], [-1.618, 3.504, 6.059], [-2.549, 4.533, 6.116], [-2.955, 5.149, 4.939], [-2.430, 4.739, 3.719], [-2.069, 4.169, 0.054], [-3.116, 3.421, 1.272], [-2.280, 2.420, 0.096], [-0.368, 5.643, 1.356], [1.032, 4.697, 0.823], [0.829, 5.098, 2.537], [-0.403, 2.286, 4.799], [-1.289, 3.007, 6.965], [-2.953, 4.852, 7.070], [-3.680, 5.955, 4.973], [-2.759, 5.240, 2.813], [0.385, 0.871, 7.965], [0.598, 0.390, 6.707], [-0.137, -0.694, 6.269], [0.097, -1.190, 4.996], [1.037, -0.614, 4.126], [1.314, -1.138, 2.774], [1.712, 0.518, 4.609], [1.525, 1.005, 5.899], [-0.864, -1.149, 6.930], [-0.447, -2.069, 4.665], [2.389, -1.181, 2.600], [0.900, -2.136, 2.610], [2.454, 1.002, 3.983], [2.062, 1.874, 6.257]]}


2.
{"formula": "C43H51BN8O6SY", "method": "wB97M-V/def2-TZVPD", "energy_ev": -82178.937, "e_above_lowest_kcal_mol": 70.1, "lumo_energy_ev": -3.23, "total_charge": 1, "orbital_gap_ev": 6.50, "elements": ["Y", "O", "C", "O", "C", "C", "C", "C", "C", "C", "N", "C", "C", "C", "C", "C", "C", "N", "H", "H", "H", "H", "H", "H", "H", "H", "H", "H", "C", "C", "N", "O", "C", "C", "N", "O", "H", "H", "H", "H", "H", "H", "H", "C", "C", "C", "C", "C", "C", "C", "N", "C", "C", "C", "C", "C", "C", "C", "N", "C", "C", "C", "C", "H", "H", "H", "H", "H", "H", "H", "H", "H", "H", "H", "H", "H", "H", "H", "H", "H", "H", "H", "H", "H", "H", "H", "H", "O", "B", "O", "C", "C", "C", "C", "C", "C", "H", "H", "H", "H", "C", "N", "C", "N", "S", "H", "H", "H", "H", "H", "H"], "positions_angstrom": [[-0.718, 0.043, 0.409], [-8.567, 0.521, 0.500], [-8.004, 1.394, 1.357], [-8.685, 2.150, 1.986], [-6.507, 1.371, 1.480], [-5.711, 0.310, 1.057], [-4.337, 0.355, 1.210], [-3.736, 1.455, 1.812], [-4.531, 2.525, 2.226], [-5.902, 2.476, 2.067], [-2.326, 1.497, 1.932], [-1.798, 1.972, 2.985], [-0.340, 2.118, 3.087], [0.226, 2.710, 4.203], [1.601, 2.888, 4.245], [2.357, 2.461, 3.170], [1.712, 1.860, 2.100], [0.394, 1.690, 2.046], [-7.906, 0.036, -0.004], [-6.145, -0.586, 0.628], [-3.729, -0.484, 0.890], [-4.071, 3.411, 2.648], [-6.529, 3.296, 2.390], [-2.395, 2.281, 3.844], [-0.406, 3.027, 5.022], [2.068, 3.351, 5.104], [3.432, 2.574, 3.157], [2.280, 1.486, 1.256], [-3.854, 2.344, -2.679], [-2.902, 1.489, -1.910], [-2.202, 1.917, -0.921], [-2.417, 3.273, -0.639], [-2.740, 0.056, -2.231], [-3.378, -0.646, -3.384], [-1.996, -0.520, -1.353], [-1.638, -1.754, -1.263], [-4.297, 3.093, -2.027], [-4.633, 1.737, -3.135], [-3.327, 2.873, -3.476], [-2.234, 3.326, 0.306], [-3.274, -0.078, -4.309], [-4.443, -0.824, -3.212], [-2.891, -1.613, -3.502], [3.031, -3.130, -4.990], [3.484, -3.476, -3.564], [4.966, -3.110, -3.386], [3.322, -4.982, -3.355], [2.663, -2.671, -2.567], [1.893, -3.250, -1.566], [1.171, -2.440, -0.712], [1.169, -1.112, -0.785], [1.914, -0.533, -1.734], [2.658, -1.279, -2.632], [1.867, 0.952, -1.773], [2.757, 1.700, -2.526], [2.673, 3.090, -2.564], [1.662, 3.669, -1.806], [0.822, 2.859, -1.063], [0.911, 1.531, -1.029], [3.655, 3.890, -3.407], [3.512, 3.457, -4.874], [5.083, 3.607, -2.919], [3.394, 5.394, -3.315], [3.608, -3.715, -5.708], [3.181, -2.076, -5.224], [1.974, -3.364, -5.127], [5.573, -3.681, -4.089], [5.303, -3.341, -2.374], [5.145, -2.050, -3.571], [3.917, -5.515, -4.097], [2.282, -5.292, -3.476], [3.669, -5.292, -2.367], [1.830, -4.321, -1.444], [0.548, -2.877, 0.058], [3.223, -0.781, -3.405], [3.535, 1.200, -3.084], [1.513, 4.738, -1.780], [0.032, 3.302, -0.472], [3.735, 2.398, -5.009], [4.204, 4.026, -5.496], [2.498, 3.641, -5.234], [5.344, 2.552, -3.008], [5.202, 3.902, -1.875], [5.793, 4.178, -3.518], [2.399, 5.653, -3.681], [4.121, 5.924, -3.931], [3.500, 5.759, -2.291], [-2.013, -2.776, 2.235], [-1.727, -1.384, 2.284], [-1.995, -0.963, 3.613], [-2.418, -2.056, 4.323], [-2.781, -2.148, 5.648], [-3.169, -3.405, 6.110], [-3.191, -4.510, 5.268], [-2.824, -4.405, 3.927], [-2.441, -3.159, 3.483], [-2.764, -1.283, 6.297], [-3.464, -3.520, 7.144], [-3.504, -5.469, 5.659], [-2.848, -5.256, 3.259], [3.624, -2.342, 4.669], [2.529, -3.173, 4.204], [1.661, -2.797, 3.258], [0.707, -3.692, 2.935], [1.771, -1.300, 2.500], [4.189, -2.901, 5.411], [3.249, -1.423, 5.118], [4.282, -2.076, 3.842], [2.414, -4.077, 4.630], [0.550, -4.503, 3.511], [-0.072, -3.378, 2.374]]}


3.
{"formula": "C43H51BiP2Si2", "method": "wB97M-V/def2-TZVPD", "energy_ev": -85577.571, "e_above_lowest_kcal_mol": 0.0, "lumo_energy_ev": [-7.83, -7.49], "total_charge": 2, "orbital_gap_ev": [5.78, 5.50], "elements": ["C", "C", "C", "C", "C", "C", "P", "C", "C", "C", "C", "C", "C", "Bi", "P", "C", "C", "C", "C", "C", "C", "C", "C", "C", "C", "C", "C", "C", "C", "C", "C", "C", "C", "C", "C", "C", "C", "C", "C", "H", "H", "H", "H", "H", "H", "H", "H", "H", "H", "H", "H", "H", "H", "H", "H", "H", "H", "H", "H", "H", "H", "H", "H", "H", "H", "H", "H", "H", "H", "H", "H", "C", "Si", "C", "C", "C", "Si", "C", "C", "C", "H", "H", "H", "H", "H", "H", "H", "H", "H", "H", "H", "H", "H", "H", "H", "H", "H", "H", "H"], "positions_angstrom": [[-2.453, -2.175, -2.816], [-1.144, -2.559, -2.469], [-0.879, -3.893, -2.112], [-1.885, -4.848, -2.187], [-3.165, -4.474, -2.595], [-3.463, -3.136, -2.879], [0.165, -1.298, -2.306], [1.717, -2.236, -2.553], [2.419, -2.675, -1.417], [3.650, -3.308, -1.563], [4.160, -3.551, -2.847], [3.425, -3.184, -3.980], [2.207, -2.510, -3.839], [0.232, 0.000, 0.048], [-2.252, -0.618, 1.190], [-2.474, -2.417, 1.340], [-3.656, -3.072, 0.963], [-3.737, -4.462, 1.054], [-2.625, -5.210, 1.445], [-1.425, -4.569, 1.774], [-1.356, -3.180, 1.735], [-2.339, 0.101, 2.862], [-2.168, 1.493, 2.983], [-1.786, 2.040, 4.204], [-1.644, 1.213, 5.327], [-1.949, -0.146, 5.237], [-2.286, -0.711, 4.007], [-3.697, 0.049, 0.324], [-3.489, 0.792, -0.855], [-4.570, 1.392, -1.497], [-5.861, 1.248, -0.972], [-6.072, 0.499, 0.192], [-4.991, -0.097, 0.846], [-0.044, -0.163, -3.725], [-0.700, -0.533, -4.911], [-0.945, 0.426, -5.902], [-0.552, 1.754, -5.706], [0.115, 2.125, -4.531], [0.400, 1.164, -3.563], [-2.286, 2.138, 2.105], [-1.598, 3.117, 4.281], [-1.312, 1.643, 6.273], [-1.910, -0.775, 6.127], [-2.489, -1.778, 3.918], [-4.512, -2.496, 0.608], [-4.676, -4.962, 0.801], [-2.686, -6.300, 1.488], [-0.548, -5.149, 2.065], [-0.421, -2.671, 1.985], [-2.471, 0.905, -1.250], [-4.401, 1.977, -2.404], [-6.703, 1.730, -1.472], [-7.078, 0.379, 0.599], [-5.149, -0.672, 1.761], [-1.028, -1.564, -5.060], [-1.443, 0.131, -6.827], [-0.746, 2.505, -6.472], [0.431, 3.158, -4.374], [0.945, 1.429, -2.648], [1.997, -2.488, -0.421], [4.205, -3.612, -0.670], [5.130, -4.033, -2.952], [3.796, -3.420, -4.978], [1.629, -2.206, -4.716], [0.128, -4.181, -1.803], [-1.669, -5.889, -1.932], [-3.950, -5.227, -2.682], [-4.479, -2.853, -3.166], [-2.675, -1.131, -3.060], [-6.040, -5.075, -2.674], [-5.973, -4.378, -2.965], [2.220, 1.335, 3.471], [3.054, 1.086, 1.808], [4.603, 2.154, 1.786], [3.642, -0.689, 1.687], [1.978, 1.541, 0.308], [1.379, 3.320, 0.245], [2.691, 4.330, -0.653], [-0.244, 3.533, -0.671], [1.172, 4.134, 1.925], [2.893, 0.899, 4.226], [1.243, 0.836, 3.551], [2.087, 2.393, 3.733], [5.262, 1.822, 2.600], [5.158, 2.031, 0.846], [4.412, 3.223, 1.941], [2.825, -1.406, 1.836], [4.124, -0.891, 0.718], [4.394, -0.865, 2.471], [2.620, 1.362, -0.575], [2.766, 4.023, -1.705], [2.418, 5.396, -0.630], [3.681, 4.232, -0.189], [-1.050, 2.900, -0.271], [-0.550, 4.587, -0.564], [-0.137, 3.334, -1.747], [0.435, 3.631, 2.566], [2.118, 4.235, 2.475], [0.809, 5.154, 1.729]]}